Here is a 13-piece molecular cluster, C48H129N7O17 overall from OMol25. Energies are from wB97M-V/def2-TZVPD.

Geometry (Å):
O  1.33  2.51  6.55
O  3.29  -5.43  0.15
O  6.95  -1.59  -3.02
O  6.90  -0.98  -0.67
O  5.19  2.90  1.42
O  -3.14  -3.84  -4.41
O  -3.12  3.67  2.46
O  -5.33  4.86  -1.67
O  2.38  6.50  -3.03
O  -0.27  -3.92  7.95
O  -4.74  -1.00  1.70
O  -3.78  1.55  0.38
O  2.96  1.40  -2.19
O  -2.48  0.89  -5.54
O  0.80  -1.02  -3.18
O  -2.30  -1.28  4.93
O  -0.43  1.85  -0.13
N  -1.02  -4.36  5.07
N  -3.05  5.19  -0.06
N  5.21  -3.63  -1.52
N  1.21  -0.76  4.88
N  2.53  -4.35  -3.66
N  -0.01  0.47  2.43
N  -3.91  -1.72  -6.18
C  -2.33  -2.45  4.14
C  -3.33  -2.94  -6.72
C  2.28  2.96  -3.82
C  -3.47  6.19  -0.99
C  -1.00  2.23  -1.40
C  5.39  -4.81  -0.72
C  -4.53  -2.18  0.95
C  -2.86  -5.02  -3.64
C  1.03  6.39  -2.71
C  -3.70  -0.52  -6.93
C  -4.31  5.67  -2.17
C  -5.35  1.23  -1.53
C  -2.78  2.63  3.40
C  6.83  -0.15  -3.38
C  3.15  1.68  -3.49
C  -0.14  0.44  -0.07
C  1.78  -3.11  -4.15
C  -1.11  -5.05  7.52
C  5.99  -2.33  -3.49
C  -3.37  -1.90  0.07
C  -2.47  5.69  1.09
C  -4.52  2.15  -0.68
C  -2.54  1.97  -4.64
C  6.07  -3.65  -2.75
C  1.94  3.68  6.22
C  1.04  5.68  -1.35
C  4.81  -0.76  0.29
C  -3.62  -4.18  -5.78
C  3.07  3.53  2.58
C  6.07  -0.05  -0.08
C  3.84  3.47  1.23
C  -2.27  -3.62  5.15
C  1.68  1.55  5.60
C  -2.08  4.66  2.14
C  0.57  -3.84  -4.83
C  1.49  -2.22  -2.89
C  1.23  -1.30  1.28
C  -0.60  -1.05  -3.03
C  4.54  -4.89  0.57
C  2.31  -4.52  -0.33
C  -1.01  -5.41  6.10
C  -3.73  0.72  -6.15
C  0.69  0.18  1.20
C  -6.37  5.38  -0.91
C  1.87  -0.38  7.30
C  -0.16  -3.69  9.36
C  -3.53  -0.66  5.22
C  1.12  0.20  6.01
H  -0.38  2.07  -2.29
H  -3.60  2.57  4.12
H  7.08  -3.81  -2.39
H  1.93  -1.36  0.45
H  1.10  1.73  4.70
H  -6.08  1.85  -2.05
H  4.17  1.71  -3.89
H  -1.64  -6.27  5.86
H  0.04  5.85  -0.96
H  5.86  0.30  -3.13
H  4.26  -1.30  -0.48
H  -3.23  -2.53  3.53
H  5.23  -5.65  -1.39
H  1.95  0.25  8.19
H  -2.81  -0.64  -7.54
H  -3.80  4.99  -2.86
H  2.75  3.82  -3.33
H  -3.90  6.99  -0.40
H  -4.53  0.59  -5.43
H  -1.20  -3.82  9.67
H  -5.89  0.47  -0.97
H  -5.33  -2.47  0.27
H  3.03  3.68  6.22
H  6.88  -1.06  -1.62
H  4.03  -0.09  0.67
H  5.06  -1.77  -3.39
H  -3.28  1.92  -3.84
H  -3.16  -4.19  4.88
H  6.23  -2.49  -4.54
H  -0.81  -0.13  2.57
H  -2.80  -4.73  -2.59
H  2.42  -1.97  -2.37
H  3.17  -4.78  -4.31
H  -4.79  6.46  -2.74
H  2.46  6.66  -3.98
H  -6.20  5.75  0.10
H  -4.70  -4.35  -5.75
H  -3.66  -1.06  -0.57
H  -0.32  1.43  2.34
H  -3.46  -1.50  -5.30
H  -2.45  -1.75  0.64
H  2.61  -3.83  -1.12
H  -2.37  1.70  3.00
H  3.80  4.44  0.74
H  3.21  -4.06  -2.96
H  5.01  -5.40  1.40
H  -3.56  -3.11  -7.77
H  -2.73  2.84  -5.26
H  1.53  -1.39  7.51
H  1.69  -3.97  0.38
H  -7.10  4.58  -0.76
H  2.22  0.80  -2.14
H  -0.82  -5.92  8.10
H  -2.16  -4.86  7.76
H  -1.06  -1.87  -3.58
H  0.04  0.28  6.19
H  -1.17  3.30  -1.54
H  2.10  4.03  2.53
H  5.71  3.52  1.94
H  -3.48  0.14  5.96
H  1.28  4.64  -1.57
H  1.46  4.23  5.40
H  1.59  -5.15  -0.84
H  -2.02  2.95  4.12
H  2.46  3.15  -4.88
H  -3.27  -2.69  -0.67
H  -3.63  -5.79  -3.70
H  -0.97  -0.16  -3.54
H  0.55  -4.45  9.68
H  -3.94  2.82  -1.32
H  1.76  4.35  7.05
H  -0.38  -3.64  5.37
H  5.90  0.75  -0.80
H  -1.12  -0.02  0.04
H  7.03  -0.05  -4.44
H  -1.89  1.63  -1.53
H  -1.52  6.15  0.83
H  0.27  0.27  -1.07
H  1.86  6.03  -0.73
H  2.76  1.55  5.42
H  -3.79  4.51  0.01
H  -4.77  0.62  -2.22
H  -5.22  2.73  -0.07
H  1.57  0.80  1.04
H  -3.04  6.47  1.60
H  -4.51  -0.24  1.15
H  0.51  -1.46  5.08
H  0.02  -4.35  -4.04
H  1.61  -1.52  2.27
H  -4.37  -1.30  5.49
H  0.56  5.78  -3.48
H  -6.84  6.24  -1.40
H  3.28  2.79  0.59
H  2.33  -2.52  -4.88
H  0.19  -2.68  9.58
H  -2.55  6.55  -1.46
H  -2.25  -2.80  -6.72
H  -2.12  -5.66  -4.10
H  5.83  -4.49  -3.40
H  0.89  -0.20  4.10
H  2.98  2.53  3.01
H  6.41  -4.97  -0.37
H  1.19  2.98  -3.82
H  -1.44  -2.48  3.51
H  -1.31  3.97  1.80
H  -3.80  -0.31  4.22
H  0.87  -4.46  -5.68
H  -4.27  -2.92  1.71
H  4.38  -3.88  0.95
H  5.49  -2.84  -0.95
H  2.88  -0.45  6.90
H  7.64  0.34  -2.84
H  -1.87  5.09  3.12
H  -4.42  -0.41  -7.74
H  -3.96  1.60  -6.75
H  -3.52  2.34  0.86
H  -1.55  2.04  -4.18
H  -0.97  -1.11  -2.00
H  0.03  -5.71  6.01
H  3.65  4.10  3.29
H  0.56  -2.15  1.13
H  -0.18  -3.14  -5.19
H  2.62  0.87  -3.99
H  -2.52  -3.41  6.19
H  -3.26  -5.15  -6.11
H  4.99  -1.49  1.07
H  0.61  7.40  -2.70
H  6.54  0.28  0.85
H  0.86  -2.67  -2.13

Summary:
LUMO: 0.5 eV
net charge: 0
energy above the lowest of the compared OMol25 structures with the same formula, charge and spin: 162.9 kcal/mol